Formula: C24H45Br2N4O6S2
Source: the Open Molecules 2025 dataset
Level of theory: ωB97M-V/def2-TZVPD

The geometry in XYZ format:
```
83
Properties=species:S:1:pos:R:3
C 0.16 0.37 -1.18
C 0.07 1.19 -2.42
N 0.32 0.68 -3.55
C -0.33 2.65 -2.25
S -2.09 2.86 -2.06
O -2.72 2.35 -3.26
O -2.46 2.20 -0.82
N -2.09 4.44 -1.91
S -3.33 5.38 -2.15
O -3.95 5.24 -3.44
O -2.95 6.70 -1.73
C -4.57 4.81 -0.96
Br -4.15 5.28 0.81
C -5.63 4.09 -1.29
C -6.02 3.59 -2.66
Br -6.84 3.51 0.06
H 0.84 0.83 -0.46
H 0.51 -0.63 -1.43
H -0.81 0.30 -0.68
H 0.18 1.36 -4.30
H -0.07 3.24 -3.13
H 0.13 3.08 -1.36
H -6.07 4.43 -3.36
H -5.27 2.89 -3.05
H -6.99 3.09 -2.61
C 5.76 -2.85 -3.22
C 4.48 -2.19 -2.66
C 4.47 -0.67 -2.91
C 5.45 0.10 -2.04
C 5.24 -0.22 -0.56
C 5.30 -1.72 -0.25
N 4.34 -2.41 -1.18
O 3.14 -2.38 -0.77
C 6.73 -2.26 -0.39
C 4.84 -1.99 1.18
C 3.27 -2.83 -3.34
H 6.59 -2.15 -3.31
H 6.07 -3.68 -2.60
H 5.55 -3.23 -4.22
H 3.45 -0.31 -2.72
H 4.68 -0.50 -3.97
H 6.48 -0.11 -2.33
H 5.30 1.17 -2.19
H 5.99 0.29 0.06
H 4.26 0.15 -0.25
H 6.74 -3.34 -0.29
H 7.33 -1.84 0.42
H 7.21 -1.99 -1.32
H 3.85 -1.56 1.36
H 5.55 -1.54 1.87
H 4.78 -3.06 1.37
H 3.22 -3.89 -3.12
H 3.38 -2.70 -4.42
H 2.34 -2.36 -3.03
C -4.43 0.57 3.17
C -3.67 -0.44 2.30
C -4.13 -1.88 2.57
C -3.67 -2.43 3.92
C -2.16 -2.30 4.08
C -1.66 -0.86 3.87
N -2.19 -0.39 2.55
O -1.47 -0.75 1.56
C -2.08 0.04 5.03
C -0.13 -0.84 3.80
C -3.90 -0.07 0.84
H -4.84 0.12 4.08
H -3.80 1.41 3.45
H -5.26 0.97 2.60
H -3.73 -2.52 1.77
H -5.22 -1.90 2.49
H -4.19 -1.93 4.74
H -3.94 -3.49 3.98
H -1.84 -2.63 5.08
H -1.66 -2.94 3.35
H -1.84 1.08 4.81
H -1.53 -0.26 5.92
H -3.14 -0.02 5.26
H 0.24 -1.52 3.05
H 0.27 -1.12 4.77
H 0.22 0.16 3.55
H -3.53 0.93 0.61
H -4.98 -0.09 0.65
H -3.42 -0.77 0.16
```

Energy above the lowest of the compared OMol25 structures with the same formula, charge and spin in eV: 0.000
E in eV: -205616.773
Expectation value of S²: 2.01
Highest occupied orbital energy (alpha / beta) in eV: -5.78 / -6.09
Spin multiplicity: 3
Net charge: -1
Gap between HOMO and LUMO (alpha / beta) in eV: 7.9795 / 8.2740